No. 1
# C6H5P

An isolated molecule of C6H5P at a distorted geometry (wB97M-V/def2-TZVPD, the OMol25 dataset).

Geometry as XYZ:
```
12
Properties=species:S:1:pos:R:3:forces:R:3:lowdin_charge:R:1
C 0.084988 -1.106641 -1.321994 2.2 1.2 -0.9 -0.621
C -1.115722 -0.792251 -0.559430 -2.0 -1.3 1.0 0.002
C 1.085814 0.041558 -0.910373 -2.8 -2.5 0.2 -0.207
C 0.835336 0.655925 0.216151 -0.6 1.5 1.4 -0.107
C -1.590903 -0.255670 0.625809 3.4 -1.6 -4.0 -0.068
C -0.395975 0.522952 1.153683 -0.4 1.6 -2.1 -0.186
P 0.919651 -2.130451 -2.593779 -2.4 1.6 2.7 0.716
H 2.015284 0.168133 -1.342012 1.6 0.2 -1.4 0.051
H 1.614068 1.374455 0.518059 -0.6 -0.3 0.3 0.112
H 0.071363 0.177474 2.015447 0.1 -0.3 2.3 0.084
H -0.911744 1.505605 1.196062 1.1 0.0 0.8 0.126
H -2.612160 -0.161088 1.002376 0.5 -0.1 -0.3 0.099
```
Positions in Å, forces in eV/Å.

## Properties
relative energy (zero: lowest compared OMol25 entry of this formula, charge and spin) = 283.73 kJ/mol
total energy = -572.731603 Ha
total charge = 0

No. 2
# C6H6

An isolated molecule of C6H6 (wB97M-V/def2-TZVPD, the OMol25 dataset).

Geometry as XYZ:
```
12
Properties=species:S:1:pos:R:3:forces:R:3:lowdin_charge:R:1
C 1.946784 -1.085476 -0.105833 0.2 0.4 0.5 0.128
C 0.966457 -0.566658 0.352070 1.0 -0.1 0.0 -0.167
C -0.362948 -0.001298 0.465661 0.1 -0.4 -0.2 -0.353
C -1.083044 -0.977998 -0.561596 -0.4 0.6 0.1 -0.061
C -0.221937 1.491866 0.336861 -0.1 0.2 -0.3 -0.091
C 0.067501 2.665613 0.408149 -0.3 -0.8 -0.2 0.109
H 2.920627 -1.366864 -0.400494 0.2 -0.3 -0.1 0.024
H -0.819221 -0.151143 1.457987 0.2 -0.2 -0.3 0.141
H -0.688367 -0.952340 -1.589181 -0.1 0.6 0.5 0.087
H -0.926056 -2.032229 -0.251632 -0.2 0.8 0.3 0.090
H -2.132202 -0.733759 -0.538969 -0.5 -0.2 -0.3 0.061
H 0.332404 3.710285 0.426982 -0.2 -0.5 0.0 0.031
```
Positions in Å, forces in eV/Å.

## Properties
relative energy (zero: lowest compared OMol25 entry of this formula, charge and spin) = 432.82 kJ/mol
total energy = -232.061474 Ha
total charge = 0
SMILES string = C#CC(C)C#C

No. 3
# C6H6

A 2-piece molecular cluster, C6H6 overall at a distorted geometry (wB97M-V/def2-TZVPD, the OMol25 dataset).

Geometry as XYZ:
```
12
Properties=species:S:1:pos:R:3:forces:R:3:lowdin_charge:R:1
C -0.301394 0.889636 2.136311 -0.6 0.8 -1.5 -0.362
C -0.842284 0.966108 3.279199 -0.2 0.0 1.3 0.176
C -0.556514 1.838967 -0.034793 -0.7 -1.3 -1.4 -0.066
C 0.446293 1.689041 1.059589 1.2 0.5 0.0 -0.178
C -0.327075 0.503284 0.744036 0.7 -0.3 -0.9 -0.054
C 0.440938 -2.054269 -0.243158 -2.7 3.2 -4.1 0.135
H -1.527250 2.401003 0.011012 1.0 -0.6 0.4 0.108
H -0.199748 1.681018 -1.126103 -0.3 0.6 2.0 0.125
H 1.481849 2.060151 1.193735 -0.9 -0.6 -0.2 0.148
H 0.924993 -2.468847 0.492353 2.9 -2.0 4.0 -0.083
H 1.028278 -1.480252 -1.023167 -1.3 -1.0 0.9 0.033
H -0.614673 -2.381727 -0.285574 0.8 0.6 -0.6 0.018
```
Positions in Å, forces in eV/Å.

## Properties
relative energy (zero: lowest compared OMol25 entry of this formula, charge and spin) = 1097.54 kJ/mol
total energy = -231.808294 Ha
total charge = 0

No. 4
# C6H6

C6H6 as an isolated structure at a distorted geometry (wB97M-V/def2-TZVPD, the OMol25 dataset).

Geometry as XYZ:
```
12
Properties=species:S:1:pos:R:3:forces:R:3:lowdin_charge:R:1
C 0.690256 -0.509693 0.877224 -0.2 0.8 0.8 -0.044
C 0.108960 0.090678 -0.261794 1.4 -1.2 -4.8 -0.284
C -0.639685 -0.547439 1.586465 2.8 -0.4 0.3 -0.208
C -1.085787 0.340988 0.505866 1.2 1.8 0.1 -0.115
C -0.166807 0.772456 1.697189 -1.0 0.3 0.5 0.176
C 0.523038 0.323277 -1.688485 1.1 2.5 1.8 -0.060
H 1.661608 -0.936441 1.104369 -0.2 0.3 0.3 0.126
H -0.939626 -1.300186 2.166089 -1.9 -2.6 2.3 0.095
H -2.061997 0.524587 0.210231 -1.6 0.8 -0.1 0.116
H 1.151299 -0.425090 -2.087940 0.7 -1.1 -0.3 0.046
H 1.127619 1.321753 -1.868786 -1.2 -1.5 0.3 0.106
H -0.368879 0.345110 -2.240428 -1.1 0.3 -1.2 0.045
```
Positions in Å, forces in eV/Å.

## Properties
relative energy (zero: lowest compared OMol25 entry of this formula, charge and spin) = 317.48 kJ/mol
total energy = -231.872742 Ha
⟨S²⟩ = 2.023
2S+1 = 3
total charge = 0